# 1
{"formula": "C28H49BF4N5PTl", "method": "ωB97M-V/def2-TZVPD", "charge": 1, "spin_multiplicity": 1, "homo_ev": [-9.38, -10.36], "symbols": ["Tl", "N", "C", "C", "N", "C", "C", "N", "C", "C", "N", "H", "H", "H", "H", "H", "H", "H", "H", "H", "H", "H", "H", "H", "H", "H", "H", "H", "H", "C", "C", "C", "P", "C", "C", "C", "C", "C", "C", "C", "C", "C", "C", "N", "C", "C", "C", "C", "C", "C", "C", "C", "C", "H", "H", "H", "H", "H", "H", "H", "H", "H", "H", "H", "H", "H", "H", "H", "H", "H", "H", "H", "H", "H", "H", "H", "H", "H", "H", "H", "H", "H", "H", "H", "F", "B", "F", "F", "F"], "positions_angstrom": [[0.282, 0.154, 0.056], [-2.003, 0.973, -0.360], [-2.332, 2.048, 0.581], [-1.320, 3.187, 0.502], [0.085, 2.809, 0.732], [0.479, 2.954, 2.140], [-0.269, 2.024, 3.079], [-0.143, 0.634, 2.632], [0.990, 3.602, -0.114], [1.081, 3.096, -1.543], [1.825, 1.833, -1.576], [-2.193, 1.251, -1.318], [-2.561, 0.136, -0.156], [-2.394, 1.600, 1.569], [-3.317, 2.473, 0.369], [-1.619, 3.981, 1.198], [-1.390, 3.620, -0.498], [0.347, 3.993, 2.474], [1.547, 2.727, 2.202], [-1.323, 2.290, 3.130], [0.124, 2.176, 4.087], [-0.974, 0.081, 2.844], [0.643, 0.181, 3.085], [1.990, 3.547, 0.323], [0.705, 4.662, -0.102], [1.527, 3.877, -2.165], [0.081, 2.908, -1.943], [2.795, 1.983, -1.321], [1.826, 1.414, -2.500], [3.073, -3.523, 3.108], [2.001, -2.467, 2.772], [0.653, -2.810, 3.418], [1.858, -1.954, 1.002], [3.557, -1.352, 0.598], [3.813, -1.225, -0.898], [3.782, -0.005, 1.293], [1.250, -3.339, 0.012], [1.219, -4.602, 0.631], [0.469, -5.665, 0.169], [0.486, -6.997, 0.868], [-0.334, -5.445, -0.949], [-0.323, -4.230, -1.596], [0.489, -3.177, -1.161], [0.380, -1.987, -1.898], [1.058, -1.725, -3.009], [0.662, -0.526, -3.720], [-0.633, 0.164, -3.393], [1.423, -0.065, -4.771], [2.534, -0.766, -5.237], [3.349, -0.267, -6.392], [2.832, -2.002, -4.645], [2.131, -2.520, -3.583], [2.498, -3.899, -3.104], [3.538, -3.270, 4.062], [3.868, -3.605, 2.367], [2.625, -4.509, 3.229], [2.348, -1.523, 3.206], [0.123, -3.590, 2.873], [-0.019, -1.956, 3.471], [0.827, -3.166, 4.436], [4.254, -2.082, 1.015], [3.006, -0.684, -1.399], [3.921, -2.195, -1.376], [4.738, -0.666, -1.067], [3.124, 0.761, 0.866], [4.811, 0.319, 1.134], [3.614, -0.035, 2.371], [1.816, -4.760, 1.517], [1.056, -6.949, 1.795], [0.934, -7.767, 0.237], [-0.527, -7.319, 1.112], [-0.982, -6.235, -1.312], [-0.954, -4.059, -2.459], [-1.085, -0.243, -2.495], [-1.339, 0.008, -4.213], [-0.507, 1.246, -3.292], [1.120, 0.844, -5.284], [3.096, 0.760, -6.648], [3.178, -0.888, -7.275], [4.416, -0.318, -6.167], [3.653, -2.583, -5.052], [3.402, -4.232, -3.614], [1.702, -4.610, -3.334], [2.666, -3.960, -2.032], [-2.847, -3.033, 2.048], [-2.542, -1.768, 1.619], [-2.676, -0.794, 2.647], [-3.329, -1.374, 0.507], [-1.151, -1.709, 1.203]], "lowdin_charge": [0.97, -0.02, -0.21, -0.16, -0.22, -0.19, -0.21, 0.00, -0.19, -0.24, -0.02, 0.09, 0.07, 0.10, 0.13, 0.14, 0.12, 0.14, 0.12, 0.11, 0.13, 0.06, 0.07, 0.12, 0.14, 0.12, 0.09, 0.09, 0.05, -0.09, -0.51, -0.08, 1.05, -0.53, -0.09, -0.11, -0.28, -0.05, -0.25, -0.03, -0.01, -0.01, -0.31, 0.11, -0.21, -0.20, -0.04, -0.02, -0.24, -0.04, 0.00, -0.16, -0.02, 0.09, 0.07, 0.07, 0.08, 0.08, 0.06, 0.09, 0.10, 0.05, 0.07, 0.09, 0.04, 0.09, 0.07, 0.08, 0.08, 0.09, 0.09, 0.13, 0.13, 0.04, 0.10, 0.07, 0.13, 0.08, 0.10, 0.09, 0.13, 0.09, 0.10, 0.07, 0.17, -1.21, 0.09, 0.10, -0.02]}

=====

# 2
{"formula": "C28H49BN10OPtS2", "method": "ωB97M-V/def2-TZVPD", "spin_multiplicity": 5, "s_squared": 6.017, "homo_ev": [-5.39, -7.37], "symbols": ["Pt", "C", "N", "C", "C", "N", "B", "N", "C", "C", "N", "C", "C", "S", "C", "S", "H", "H", "H", "H", "H", "H", "H", "H", "H", "H", "H", "H", "C", "N", "C", "C", "N", "C", "C", "C", "C", "C", "C", "N", "C", "N", "C", "C", "N", "C", "C", "N", "C", "C", "H", "H", "H", "H", "H", "H", "H", "H", "H", "H", "H", "H", "H", "H", "H", "H", "H", "H", "H", "H", "H", "H", "H", "H", "H", "H", "H", "H", "C", "H", "H", "C", "C", "C", "O", "H", "H", "H", "H", "H", "H", "H"], "positions_angstrom": [[9.315, 11.371, 11.118], [6.606, 12.293, 6.749], [7.211, 13.563, 6.894], [8.058, 14.202, 6.019], [8.529, 15.334, 6.631], [7.984, 15.331, 7.901], [8.272, 16.467, 8.967], [9.664, 15.960, 9.614], [10.979, 16.307, 9.293], [11.796, 15.545, 10.022], [11.022, 14.701, 10.745], [11.420, 13.892, 11.887], [9.754, 14.947, 10.473], [8.440, 14.134, 11.290], [7.142, 14.293, 8.051], [6.162, 13.821, 9.426], [5.812, 12.212, 7.475], [7.362, 11.528, 7.006], [6.250, 12.160, 5.701], [8.172, 13.805, 5.024], [9.172, 16.158, 6.360], [7.459, 16.540, 9.894], [8.503, 17.457, 8.299], [11.153, 17.060, 8.539], [12.901, 15.451, 10.026], [10.752, 14.075, 12.746], [12.417, 14.241, 12.133], [11.459, 12.831, 11.544], [10.714, 7.259, 6.258], [10.226, 7.571, 7.602], [9.702, 6.381, 8.286], [9.558, 8.799, 7.837], [10.079, 9.569, 8.883], [11.449, 9.491, 9.223], [12.440, 9.422, 8.207], [13.783, 9.225, 8.555], [14.165, 9.225, 9.912], [13.204, 9.421, 10.907], [11.850, 9.497, 10.546], [10.892, 9.756, 11.563], [10.942, 9.146, 12.715], [10.935, 7.824, 12.865], [10.471, 7.020, 11.726], [11.854, 7.187, 13.801], [11.047, 9.848, 13.850], [10.135, 9.517, 14.988], [11.350, 11.265, 13.808], [8.155, 8.861, 7.757], [7.391, 8.661, 9.034], [7.558, 8.201, 6.597], [11.732, 6.771, 6.245], [10.832, 8.203, 5.665], [9.985, 6.719, 5.706], [10.534, 5.845, 8.699], [9.144, 5.781, 7.548], [9.106, 6.701, 9.160], [12.127, 9.403, 7.178], [14.452, 9.012, 7.758], [15.172, 9.125, 10.219], [13.495, 9.412, 11.983], [9.685, 7.583, 11.182], [9.983, 6.142, 12.114], [11.332, 6.727, 11.046], [12.173, 7.959, 14.467], [12.682, 6.669, 13.247], [11.293, 6.465, 14.350], [9.473, 8.709, 14.694], [9.487, 10.344, 15.152], [10.775, 9.319, 15.858], [10.504, 11.882, 13.462], [12.163, 11.411, 13.132], [11.652, 11.568, 14.830], [7.270, 7.626, 9.343], [6.411, 9.169, 8.914], [7.916, 9.191, 9.798], [6.607, 8.648, 6.297], [8.171, 8.244, 5.720], [7.422, 7.136, 6.775], [9.484, 10.912, 9.151], [8.491, 10.921, 8.723], [10.128, 11.678, 8.680], [6.685, 11.961, 13.428], [7.258, 10.573, 13.263], [6.340, 9.803, 12.283], [8.570, 10.637, 12.818], [7.303, 12.670, 14.090], [6.685, 12.458, 12.446], [5.644, 12.011, 13.815], [7.166, 10.055, 14.222], [6.371, 10.259, 11.298], [5.292, 9.845, 12.519], [6.698, 8.749, 12.220]], "mulliken_spin": [1.14, -0.02, 0.01, 0.01, 0.01, 0.03, -0.03, 0.03, -0.01, 0.02, 0.01, 0.03, 0.00, 0.45, 0.00, 0.55, 0.01, 0.01, 0.00, 0.00, 0.00, 0.01, 0.00, 0.00, 0.00, -0.01, 0.00, 0.01, 0.00, 0.03, 0.04, 0.79, 0.03, -0.12, 0.05, 0.01, 0.02, 0.01, 0.03, -0.02, 0.00, 0.02, 0.00, 0.00, 0.01, 0.00, 0.01, -0.01, 0.08, 0.02, 0.00, -0.01, -0.01, 0.00, 0.00, 0.00, 0.03, 0.00, 0.00, 0.00, 0.00, 0.00, 0.00, 0.00, 0.00, 0.00, 0.00, 0.00, 0.00, 0.01, 0.00, 0.00, 0.00, 0.00, 0.00, 0.00, -0.01, 0.00, 0.36, -0.02, 0.10, 0.02, 0.01, 0.03, 0.26, 0.00, -0.01, 0.00, 0.00, 0.00, 0.00, 0.00]}